# 1
C6H15N2 | ωB97M-V/def2-TZVPD

Geometry (Å):
C 1.80 -0.94 2.22
C 1.32 -0.32 0.94
C -0.20 -0.50 0.71
C -0.89 0.15 -0.45
C -1.65 1.31 -0.19
N -2.27 1.96 -1.13
C -0.84 -0.47 -1.80
N 2.16 -0.96 -0.22
H 2.88 -0.87 2.35
H 1.51 -2.00 2.35
H 1.38 -0.47 3.11
H 1.53 0.74 0.88
H -0.49 -1.56 0.82
H -0.60 -0.10 1.63
H -1.73 1.69 0.80
H -2.89 2.75 -0.95
H -2.34 1.60 -2.07
H -1.82 -0.78 -2.17
H -0.44 0.17 -2.60
H -0.25 -1.38 -1.81
H 2.41 -0.26 -0.91
H 1.60 -1.68 -0.67
H 3.02 -1.39 0.14

As for the spin multiplicity: 2. Its charge is +2. The expectation value of S² is 0.760. The HOMO-LUMO gap (spin up / spin down) comes out at 0.398 / 0.369 Ha.

Löwdin population analysis, charges in e, atoms 1 to 8: C -0.0341; C -0.2849; C -0.1046; C -0.1499; C -0.0212; N 0.2586; C -0.0138; N 0.2484

---

# 2
C32H38CaN8O2 | ωB97M-V/def2-TZVPD

Geometry (Å):
Ca -0.27 -0.12 -0.22
O -0.61 -2.37 -0.05
C -1.53 -3.21 0.25
C -1.27 -4.61 0.20
C -2.22 -5.55 0.52
C -3.51 -5.16 0.91
C -3.79 -3.82 0.98
C -2.85 -2.83 0.66
C -3.25 -1.45 0.86
N -2.60 -0.41 0.51
C -3.03 0.87 1.03
C -2.19 1.21 2.26
N -0.80 0.73 2.22
C 0.15 1.56 2.43
C 0.10 3.01 2.29
C 0.78 3.87 3.15
C 0.82 5.23 2.93
C 0.19 5.73 1.79
C -0.45 4.91 0.89
C -0.52 3.50 1.08
O -0.99 2.70 0.20
H -0.27 -4.91 -0.09
H -1.97 -6.60 0.46
H -4.25 -5.91 1.16
H -4.78 -3.50 1.31
H -4.19 -1.33 1.41
H -4.10 0.86 1.31
H -2.88 1.64 0.27
H -2.63 0.68 3.11
H -2.25 2.28 2.47
H 1.12 1.10 2.63
H 1.28 3.44 4.02
H 1.33 5.89 3.62
H 0.21 6.80 1.60
H -0.91 5.31 -0.01
C 2.69 -1.17 -1.54
C 2.98 0.32 -1.39
N 2.16 0.98 -0.37
C 2.01 2.41 -0.67
C 1.02 2.63 -1.79
C 1.05 3.80 -2.54
C 0.10 3.97 -3.54
C -0.82 2.97 -3.77
C -0.78 1.83 -2.98
C -1.82 0.74 -3.12
N -1.42 -0.53 -2.52
C -0.63 -1.43 -3.35
C 0.88 -1.22 -3.21
N 1.29 -1.40 -1.83
N 0.13 1.67 -2.02
H 2.93 -1.69 -0.61
H 3.36 -1.57 -2.31
H 2.77 0.81 -2.35
H 4.06 0.46 -1.21
H 2.58 0.87 0.55
H 2.97 2.88 -0.94
H 1.64 2.92 0.22
H 1.79 4.56 -2.33
H 0.10 4.87 -4.13
H -1.57 3.06 -4.54
H -2.07 0.62 -4.19
H -2.72 1.08 -2.61
H -2.24 -1.01 -2.18
H -0.90 -1.34 -4.41
H -0.86 -2.45 -3.03
H 1.14 -0.20 -3.53
H 1.39 -1.91 -3.90
H 0.97 -2.29 -1.47
N 0.03 -2.10 2.97
C 1.29 -2.36 2.51
C 1.76 -3.69 2.41
C 3.07 -3.90 2.07
C 3.91 -2.81 1.84
C 3.35 -1.56 1.91
N 2.07 -1.31 2.21
H -0.64 -2.84 2.85
H -0.33 -1.17 2.75
H 1.08 -4.51 2.61
H 3.45 -4.92 2.00
H 4.95 -2.94 1.59
H 3.96 -0.68 1.71

The HOMO-LUMO gap comes out at 0.267 Ha.

Löwdin population analysis, charges in e, atoms 1 to 8: Ca 1.3624; O -0.2532; C -0.4027; C -0.0361; C -0.0991; C -0.1149; C -0.0673; C -0.1525